Below is a cluster of 2 separate species, CH2OS2 in total at a distorted geometry, with properties calculated with wB97M-V/def2-TZVPD.

As for the spin multiplicity: 1. The value obtained for the HOMO-LUMO gap (alpha / beta) is 8.36 / 8.36 eV. The energy above the lowest of the compared OMol25 structures with the same formula, charge and spin is 103.2 kcal per mole. The calculation puts the total energy at -24782.800 eV. For the LUMO energy (alpha / beta), the calculation gives -0.75 / -0.75 eV.

Positions of all 6 atoms, in Å:
S (0.02, -1.57, 0.23)
S (-2.71, -0.33, -0.05)
O (-3.27, 0.99, 0.18)
C (-1.09, -0.29, 0.14)
H (-0.66, 1.43, 0.61)
H (0.95, -1.03, -0.58)